41
Properties=species:S:1:pos:R:3:mulliken_charge:R:1 method="wB97M-V/def2-TZVPD" homo_energy_ev="-15.916 / -15.834" lumo_energy_ev="-6.2712 / -10.9396" gap_ev="9.64 / 4.89" total_charge=+2 s2=2.01 multiplicity=3
Au -0.0639 -0.0395 0.2118 0.561
S -3.4179 0.1805 0.6600 0.304
O -2.0890 0.4428 -0.0513 -0.642
N 0.6845 1.1403 -1.5630 -0.383
N 1.9237 -0.2955 0.6037 -0.472
N 2.7190 -0.6468 -0.4201 0.626
N 0.2200 -2.0125 -0.9504 -0.304
N 1.5838 0.4997 -2.3213 0.479
N 1.1787 -1.9302 -1.8825 0.389
C 1.0109 2.3671 -3.3622 -0.865
C 0.3007 2.2492 -2.1633 -0.316
C -4.6955 0.3493 -0.6513 -0.638
C -0.5065 -3.0951 -1.1779 -0.355
C 3.9624 -0.8052 0.0345 0.020
C -4.8338 -2.0056 -0.0460 -0.726
C 2.6559 -0.2191 1.7102 -0.117
C -3.5444 -1.6641 0.6731 0.493
C 1.8108 1.2294 -3.4142 -0.028
C 3.9772 -0.5414 1.3974 -0.897
C 1.0867 -2.9829 -2.6970 0.015
C 0.0145 -3.7673 -2.2842 -1.012
C -4.9338 -1.0364 -1.2217 -0.534
B 2.2436 -0.8164 -1.8708 0.153
H -4.3566 1.0818 -1.3789 0.395
H -1.3163 -3.3866 -0.5413 0.631
H -5.6868 -1.8821 0.6221 0.334
H -3.5000 -2.0223 1.6981 0.488
H -4.8235 -3.0425 -0.3866 0.359
H 2.5035 0.9101 -4.1648 0.485
H -5.5781 0.7334 -0.1391 0.419
H 2.2324 0.0619 2.6553 0.459
H -2.6653 -1.9956 0.1213 -0.699
H 3.1500 -1.0954 -2.5620 -0.023
H 4.8156 -0.5785 2.0648 0.432
H 1.7641 -3.1161 -3.5156 0.494
H 4.7555 -1.0953 -0.6253 0.465
H -5.9164 -1.0903 -1.6930 0.348
H -4.1832 -1.2767 -1.9771 0.283
H 0.9605 3.1698 -4.0693 0.430
H -0.4245 2.9047 -1.7259 0.518
H -0.3278 -4.6929 -2.7002 0.429